(1)
DFT (the ωB97M-V functional and the def2-TZVPD basis) results for one molecule with the formula C5H12N2 in a non-equilibrium geometry.

The calculation puts the LUMO energy (spin up / spin down) at 0.927 / -0.077 eV. The frontier orbital gap (spin up / spin down) is 8.994 / 6.836 eV. As for the multiplicity: 1. Its total charge is 0.

Last column: Mulliken charge in e.
Atoms and positions in Å:
C  -0.187076  -0.712920  -0.477263  -0.138
C  0.787559  1.360108  0.391882  -0.650
C  2.203872  1.000544  0.082673  -1.295
C  -0.301602  0.432785  0.675278  0.866
N  -1.127013  -0.453105  -1.546712  -0.633
N  -0.390773  -1.980337  0.165107  -0.594
C  -1.615839  0.705003  1.070572  -1.217
H  0.797205  -0.752878  -0.947190  0.456
H  -2.072423  -0.543955  -1.191268  0.280
H  -1.017849  -1.161927  -2.264078  0.254
H  -0.153578  -2.743615  -0.457110  0.229
H  -1.344879  -2.085665  0.489898  0.246
H  0.464856  2.263020  -0.125328  0.288
H  0.553967  0.378405  1.637834  0.144
H  -2.376277  1.165029  0.453520  0.416
H  -1.959407  0.405961  2.051346  0.300
H  2.516394  0.105739  0.627264  0.389
H  2.875653  1.821836  0.354507  0.367
H  2.347210  0.795973  -0.990932  0.291

Atoms 1-2, force components in eV/Å:
-0.5 -0.4 1.2
-0.4 3.4 -2.3



(2)
DFT (the ωB97M-V functional and the def2-TZVPD basis) results for one molecule with the formula C20H23ClN2O4 in a non-equilibrium geometry.

The calculation puts the LUMO energy at 0.779 eV. The frontier orbital gap is 9.826 eV. As for the SMILES: CCOC(=O)C1(Cc2ccccc2Cl)CCN(C(=O)c2cc(C)on2)CC1. As for the multiplicity: 1. Its total charge is 0.

Last column: Mulliken charge in e.
Atoms and positions in Å:
C  -2.544941  -3.310836  3.220037  -1.121
C  -3.469310  -2.252701  2.635316  -0.281
H  -4.110741  -2.693200  1.865074  0.331
H  -4.081066  -1.791082  3.412927  0.342
O  -2.727440  -1.176264  2.059917  -0.317
C  -2.280830  -1.339306  0.813663  -0.560
O  -2.495353  -2.320000  0.148800  -0.626
C  -1.532714  -0.101376  0.318691  3.244
C  -0.685622  -0.472974  -0.903237  -1.263
H  -1.310081  -0.963110  -1.650441  0.356
H  -0.254285  0.431429  -1.332469  0.510
C  0.451410  -1.422707  -0.517882  -1.178
N  1.257534  -0.838298  0.525584  0.129
C  2.543259  -0.442235  0.450034  0.780
O  3.119341  0.090262  1.387530  -0.710
C  3.310279  -0.698720  -0.797851  0.667
N  2.833626  -0.770087  -2.017739  -0.295
O  3.882671  -0.941155  -2.853781  -0.286
C  5.024025  -0.975616  -2.143977  0.472
C  4.724988  -0.819430  -0.821575  -0.735
H  5.380691  -0.788572  0.021217  0.385
C  6.304217  -1.163141  -2.866527  -1.170
H  6.433020  -0.378220  -3.609921  0.309
H  6.304515  -2.120210  -3.386279  0.300
H  7.130413  -1.134630  -2.163108  0.319
C  0.503180  -0.541922  1.725164  -1.239
C  -0.613748  0.452595  1.412178  -1.248
H  -1.182114  0.657180  2.318282  0.456
H  -0.166101  1.384279  1.061442  0.427
H  1.193620  -0.124895  2.460476  0.509
H  0.080685  -1.474619  2.115778  0.357
H  1.067096  -1.622801  -1.392590  0.821
H  0.029068  -2.363135  -0.145923  0.261
C  -2.660757  0.900870  -0.049704  -2.295
C  -2.160588  2.228880  -0.536810  0.000
C  -1.842231  2.411339  -1.879293  -0.118
C  -1.364370  3.619020  -2.353593  -0.853
C  -1.203207  4.685992  -1.486729  -0.422
C  -1.537017  4.541423  -0.152826  -0.655
C  -2.011816  3.324649  0.310717  0.620
Cl  -2.449363  3.217642  1.984875  -0.211
H  -1.434101  5.368363  0.532464  0.435
H  -0.829670  5.632401  -1.846171  0.376
H  -1.121966  3.727599  -3.399661  0.390
H  -1.984018  1.588449  -2.563659  0.473
H  -3.281030  1.049615  0.835770  0.710
H  -3.273465  0.442685  -0.829851  0.620
H  -1.869741  -2.861989  3.945037  0.284
H  -1.960988  -3.773402  2.427815  0.277
H  -3.134964  -4.078040  3.712807  0.426

Atoms 1-2, force components in eV/Å:
-0.1 0.3 -0.2
-0.2 -0.5 0.1



(3)
DFT (the ωB97M-V functional and the def2-TZVPD basis) results for a 2-piece molecular cluster, C8H16FNO overall in a non-equilibrium geometry.

The calculation puts the LUMO energy (spin up / spin down) at -0.683 / -0.682 eV. The frontier orbital gap (spin up / spin down) is 9.256 / 9.256 eV. As for the multiplicity: 1. Its total charge is 0.

Last column: Mulliken charge in e.
Atoms and positions in Å:
C  -1.059121  0.257636  1.134544  0.714
C  -4.174401  -0.971636  -0.603478  -1.313
C  4.498864  -0.439359  0.008506  -1.312
C  -2.511038  0.023180  1.051972  -0.643
C  -2.894529  -0.275935  -0.359020  -0.420
C  2.992282  -0.162366  0.353105  -0.321
C  2.113039  0.355346  -0.849074  -0.678
C  0.735457  0.803233  -0.460910  -0.556
N  0.041331  -0.140629  0.379622  -0.086
O  0.088550  0.146350  1.788716  -0.359
F  -1.249756  2.583748  0.675619  -0.699
H  -4.188452  -1.233544  -1.655193  0.352
H  -4.989703  -0.444817  -0.245703  0.383
H  -4.131541  -1.879554  0.124602  0.268
H  4.486525  -0.888029  -0.915862  0.405
H  4.972601  0.494993  -0.360624  0.320
H  5.033001  -1.004656  0.807847  0.323
H  -2.830598  -0.846672  1.525916  0.476
H  -2.983099  0.923801  1.374913  0.314
H  -2.914316  0.652901  -0.960913  0.330
H  -2.051862  -0.803249  -0.755474  0.416
H  2.585789  -1.050885  0.913756  0.303
H  2.864523  0.612413  1.238588  0.277
H  2.721556  1.113887  -1.186923  0.382
H  2.064468  -0.477572  -1.610816  0.302
H  0.145495  0.878484  -1.399217  0.289
H  0.634937  1.772925  -0.014500  0.532

Atoms 1-2, force components in eV/Å:
3.1 0.8 -1.6
1.6 -3.2 1.8



(4)
DFT (the ωB97M-V functional and the def2-TZVPD basis) results for an isolated ion of composition C2H10N4 and charge +2 in a non-equilibrium geometry.

The calculation puts the LUMO energy at -8.538 eV. The frontier orbital gap is 11.239 eV. As for the SMILES: C[N+]([NH3+])=C(N)N. As for the multiplicity: 1. Its total charge is +2.

Last column: Mulliken charge in e.
Atoms and positions in Å:
C  1.050093  0.010528  0.090901  0.649
C  -1.340923  0.264754  -1.329701  -0.980
N  1.471671  -0.598044  -1.020812  -0.324
N  1.769468  0.508544  1.089685  -0.352
N  -0.616907  0.412096  0.009071  -0.083
N  -1.213492  -0.208620  1.242281  -0.370
H  -0.645494  0.614482  -2.151069  0.440
H  -2.063603  1.045424  -1.215745  0.342
H  -1.779959  -0.734283  -1.418265  0.415
H  2.428494  -0.833521  -1.232886  0.262
H  0.894861  -1.076543  -1.747497  0.271
H  2.803785  0.454062  1.190993  0.266
H  1.440086  1.163925  1.780271  0.269
H  -1.883203  -0.942396  1.091854  0.369
H  -1.773729  0.656533  1.791912  0.451
H  -0.541153  -0.736941  1.829000  0.375

Atoms 1-2, force components in eV/Å:
-2.8 0.8 -2.3
1.2 -0.1 1.1



(5)
DFT (the ωB97M-V functional and the def2-TZVPD basis) results for C35H31CaF9N3O4P as an isolated structure in a non-equilibrium geometry.

The calculation puts the LUMO energy (spin up / spin down) at -0.521 / -0.521 eV. The frontier orbital gap (spin up / spin down) is 2.604 / 2.598 eV. As for the multiplicity: 1. Its total charge is 0.

Last column: Mulliken charge in e.
Atoms and positions in Å:
Ca  -21.698910  13.016915  -2.190709  0.260
O  -25.219891  15.430894  -2.182889  -0.660
C  -24.128330  14.878413  -2.157815  0.763
O  -23.828930  13.762064  -2.769947  -0.632
C  -23.057752  15.689625  -1.417603  0.484
C  -23.309509  17.098020  -1.186677  -0.787
C  -22.374678  17.817072  -0.495890  -0.123
C  -21.232266  17.264023  0.138606  -0.757
C  -21.006128  15.923080  -0.260954  -0.309
N  -21.886114  15.202220  -0.964811  -0.368
H  -24.229338  17.401021  -1.617058  0.530
H  -22.542850  18.882422  -0.386255  0.381
H  -20.479927  17.753639  0.827099  0.338
H  -20.093899  15.441693  -0.074971  0.481
F  -18.146478  9.389061  7.026995  -0.253
C  -17.354792  9.983459  6.104831  0.685
F  -16.123454  9.399388  6.299348  -0.291
F  -17.210996  11.276175  6.596985  -0.261
C  -17.808393  9.918030  4.664739  0.297
C  -16.982078  9.279357  3.734819  -1.003
C  -17.309222  9.397478  2.383211  0.011
C  -18.389866  10.176205  1.986662  -0.067
C  -19.243465  10.718910  2.894347  -0.526
C  -18.947866  10.585852  4.246078  -0.769
P  -18.874753  10.403360  0.279517  0.252
C  -17.273961  10.952892  -0.259024  0.760
C  -16.242903  10.146824  -0.710978  0.234
C  -15.215835  10.730501  -1.419806  -1.055
C  -15.052706  12.110670  -1.463865  0.149
C  -16.037826  12.979746  -0.882297  -1.033
C  -17.132724  12.375563  -0.343326  -0.650
C  -13.905631  12.661805  -2.253633  0.665
F  -13.095258  11.800448  -2.836812  -0.288
F  -13.050924  13.402214  -1.402403  -0.316
F  -14.201482  13.580012  -3.197312  -0.249
C  -18.900436  8.677561  -0.345427  0.570
C  -18.527808  8.472256  -1.660703  -0.448
C  -18.286458  7.162542  -2.118236  -1.083
C  -18.808984  6.128068  -1.340255  0.093
C  -19.215502  6.364749  -0.017398  -0.567
C  -19.343219  7.640291  0.461359  -0.615
C  -18.849632  4.711511  -1.855528  0.830
F  -17.707268  4.010164  -1.757678  -0.259
F  -19.162362  4.683833  -3.164122  -0.261
F  -19.820746  3.996852  -1.190829  -0.273
H  -16.171254  8.639059  4.028828  0.477
H  -16.726416  8.952884  1.637652  0.531
H  -20.032231  11.394706  2.637360  0.456
H  -19.636408  11.011855  4.985274  0.388
H  -16.208480  9.092142  -0.512245  0.439
H  -14.534160  10.020958  -1.872897  0.472
H  -15.883410  14.049238  -0.890567  0.504
H  -18.033062  12.890583  -0.014049  0.423
H  -18.035466  9.273289  -2.225523  0.699
H  -17.810942  7.050411  -3.102539  0.405
H  -19.435288  5.501215  0.614272  0.410
H  -19.698645  7.823709  1.490807  0.483
C  -25.252139  10.988056  -2.846565  -1.029
C  -24.023602  10.932734  -2.230648  0.174
O  -23.056598  11.082283  -1.610229  0.150
H  -25.562559  12.013887  -3.175101  0.224
H  -25.989983  10.654532  -2.097703  0.421
H  -25.203384  10.321334  -3.761565  0.208
C  -20.975208  10.788941  -5.070632  -0.874
N  -19.704885  11.437517  -5.370624  0.146
C  -18.764058  10.786248  -6.294100  -0.485
C  -17.834335  11.881815  -6.828805  -0.743
C  -17.151450  12.574943  -5.670537  -0.613
N  -18.094768  12.988388  -4.622287  0.350
C  -17.702512  14.292455  -3.971411  -1.026
C  -19.301232  12.417957  -4.502458  0.472
O  -20.026271  12.868180  -3.603923  -0.553
H  -20.855745  10.137932  -4.163992  0.243
H  -21.285523  10.186247  -5.939134  0.426
H  -21.769480  11.571517  -5.008152  0.185
H  -19.330781  10.349965  -7.115183  0.401
H  -18.128608  10.048137  -5.789517  0.200
H  -18.322860  12.720343  -7.449952  0.277
H  -17.155132  11.391080  -7.495541  0.400
H  -16.614135  13.574565  -5.959647  0.397
H  -16.327759  11.941930  -5.238157  0.179
H  -17.750811  15.070474  -4.758677  0.342
H  -16.667388  14.133070  -3.703731  0.273
H  -18.325945  14.484801  -3.161701  0.294

Atoms 1-2, force components in eV/Å:
-1.2 0.0 0.5
0.1 -0.2 0.1



(6)
DFT (the ωB97M-V functional and the def2-TZVPD basis) results for C6H12N as an isolated structure in a non-equilibrium geometry.

The calculation puts the LUMO energy (spin up / spin down) at -5.901 / -5.899 eV. The frontier orbital gap (spin up / spin down) is 7.687 / 7.691 eV. As for the multiplicity: 1. Its total charge is +1.

Last column: Mulliken charge in e.
Atoms and positions in Å:
C  -1.026967  -0.509462  0.588455  -0.013
C  -2.030611  0.658962  0.807449  -0.510
C  2.680239  -0.341127  -0.303144  -1.012
C  0.693706  0.252072  1.113390  -0.892
C  -1.617105  0.013313  -1.861704  -0.757
C  2.016226  -0.249624  1.045907  0.150
N  -1.780152  -0.061555  -0.388709  0.079
H  -3.040739  0.655086  1.315776  0.226
H  -1.707397  1.614580  0.892082  0.310
H  2.829379  -1.491088  -0.550507  0.292
H  3.687275  -0.010345  -0.243009  0.391
H  2.036041  0.149715  -1.004287  0.321
H  0.284843  0.460270  2.145941  0.326
H  0.553500  1.020219  0.375594  0.351
H  -1.187268  -1.464404  1.001717  0.396
H  -1.016479  -0.771965  -2.246684  0.320
H  -1.242647  0.992518  -2.178057  0.332
H  -2.606170  -0.036611  -2.309816  0.317
H  2.474333  -0.880560  1.799611  0.373

Atoms 1-2, force components in eV/Å:
-2.0 1.5 1.2
-1.9 -2.2 0.4



(7)
DFT (the ωB97M-V functional and the def2-TZVPD basis) results for an isolated ion of composition C7H16NOS and charge +1 in a non-equilibrium geometry.

The calculation puts the LUMO energy at -3.643 eV. The frontier orbital gap is 8.885 eV. As for the multiplicity: 1. Its total charge is +1.

Last column: Mulliken charge in e.
Atoms and positions in Å:
C  2.669764  -1.460889  0.484534  -1.059
C  1.363567  -0.804332  0.981859  -0.623
N  0.672689  0.069345  0.026351  0.218
C  -0.015257  -0.638797  -1.031834  -1.007
C  -1.446937  -0.139636  -1.205216  -0.604
S  -2.588302  -1.088749  -0.158304  0.147
C  -3.426088  0.031837  0.996748  -0.773
C  1.504825  1.137128  -0.466630  0.339
C  1.243516  2.482702  0.151738  -1.120
O  2.300002  0.997447  -1.316748  -0.474
H  2.757314  -1.395000  -0.590706  0.327
H  2.693018  -2.504426  0.759216  0.347
H  3.531747  -0.972603  0.905918  0.337
H  0.705333  -1.584228  1.326107  0.436
H  1.599926  -0.220689  1.860825  0.366
H  0.460096  -0.439253  -1.986210  0.388
H  -0.007460  -1.712957  -0.904495  0.670
H  -1.542399  0.924128  -1.054816  0.356
H  -1.735386  -0.334128  -2.227726  0.484
H  -3.556786  -1.481329  -1.006228  0.259
H  -4.427729  0.248994  0.670435  0.392
H  -3.403343  -0.457683  1.953904  0.327
H  -2.849287  0.942487  1.052488  0.300
H  0.226570  2.742122  -0.108923  0.263
H  1.378809  2.472299  1.221760  0.331
H  1.891798  3.186211  -0.334046  0.372

Atoms 1-2, force components in eV/Å:
-0.5 0.1 -0.1
1.0 0.0 0.1



ΔE to the lowest compared entry with this formula, charge and spin: 137.13, 26.46, 73.08, 55.64, 11.19, 120.65, 0.00 (kcal per mole)